(1)
Formula: C3H7N3
Source: OMol25
Level of theory: ωB97M-V/def2-TZVPD

Each line ends with the Löwdin charge.
Element x y z (Å)
C: 1.89 -0.46 0.21  -0.303
C: -1.66 -0.52 -0.40  -0.078
C: -0.42 -0.41 0.52  -0.253
N: 2.92 -0.75 0.65  0.146
N: 0.84 1.46 -0.35  0.098
N: 0.70 0.04 -0.20  -0.197
H: -1.65 -1.24 -1.11  0.033
H: -2.59 -0.78 0.10  0.071
H: -1.80 0.49 -0.82  0.074
H: -0.72 0.18 1.42  0.127
H: -0.26 -1.41 0.99  0.129
H: 1.58 1.74 0.25  0.076
H: 1.16 1.68 -1.27  0.077

Computed properties:
Structure (SMILES) = CCN(N)C#N
HOMO level = -9.8631 eV
Frontier orbital gap = 10.75 eV

***

(2)
Formula: C32H60O18S6
Source: OMol25
Level of theory: ωB97M-V/def2-TZVPD

Each line ends with the Löwdin charge.
Element x y z (Å)
C: 4.74 -4.12 25.52  -0.007
C: 3.38 -4.25 24.84  -0.288
C: 3.34 -3.90 23.35  -0.130
O: 3.43 -5.13 22.71  0.016
C: 3.16 -6.17 23.66  -0.529
O: 3.05 -7.28 23.35  0.186
O: 2.91 -5.60 24.87  0.091
H: 4.74 -4.32 26.60  0.084
H: 5.25 -3.17 25.47  0.072
H: 5.43 -4.90 25.09  0.108
H: 2.60 -3.70 25.29  0.118
H: 4.07 -3.25 22.92  0.129
H: 2.32 -3.49 23.08  0.121
C: 3.38 1.24 27.41  -0.033
C: 1.96 0.88 27.19  -0.295
C: 1.86 -0.31 26.20  -0.090
O: 1.85 -1.45 27.02  0.048
C: 1.57 -1.15 28.29  -0.568
O: 1.54 -1.94 29.16  0.176
O: 1.41 0.21 28.33  0.022
H: 3.45 2.03 28.21  0.107
H: 3.90 1.57 26.49  0.097
H: 4.03 0.41 27.70  0.095
H: 1.29 1.70 26.97  0.129
H: 2.67 -0.37 25.44  0.124
H: 0.92 -0.25 25.62  0.117
C: -1.99 -3.24 26.56  -0.211
C: -3.05 -3.81 25.65  -0.203
C: -2.60 -3.63 24.20  -0.196
S: -0.90 -3.11 24.31  0.688
O: -0.75 -1.68 24.33  -0.315
O: -0.07 -3.80 23.33  -0.332
C: -0.64 -3.66 25.98  -0.194
H: -2.16 -3.54 27.59  0.128
H: -1.93 -2.14 26.49  0.089
H: -4.00 -3.39 25.80  0.103
H: -3.11 -4.86 25.87  0.095
H: -3.21 -2.89 23.64  0.131
H: -2.53 -4.60 23.74  0.055
H: 0.22 -3.21 26.46  0.093
H: -0.52 -4.73 25.97  0.114
C: -5.51 -8.04 22.33  -0.229
C: -4.36 -9.06 22.10  -0.192
C: -3.63 -9.07 23.42  -0.214
S: -3.89 -7.48 24.23  0.642
O: -2.64 -6.85 24.36  -0.322
O: -4.78 -7.60 25.33  -0.289
C: -4.86 -6.80 22.82  -0.188
H: -6.20 -8.42 23.07  0.114
H: -6.13 -8.02 21.47  0.104
H: -3.73 -8.69 21.28  0.094
H: -4.57 -10.08 21.80  0.119
H: -2.54 -9.08 23.26  0.105
H: -4.03 -9.84 24.05  0.097
H: -4.30 -6.30 22.09  0.079
H: -5.62 -6.19 23.34  0.116
C: 1.05 1.05 19.75  -0.210
C: -0.04 0.06 20.14  -0.225
C: 0.48 -0.73 21.34  -0.222
S: 1.21 0.55 22.36  0.665
O: 2.44 0.00 22.96  -0.341
O: 0.22 1.09 23.21  -0.303
C: 1.60 1.70 21.08  -0.205
H: 0.69 1.87 19.11  0.110
H: 1.83 0.55 19.15  0.117
H: -0.47 -0.50 19.28  0.131
H: -0.85 0.74 20.56  0.132
H: 1.16 -1.57 21.15  0.117
H: -0.34 -1.08 21.97  0.082
H: 2.62 1.90 21.17  0.073
H: 1.09 2.68 21.18  0.116
C: -3.87 2.98 25.27  -0.250
C: -2.92 2.44 24.27  -0.236
C: -2.16 1.30 24.88  -0.233
S: -3.38 0.44 25.81  0.683
O: -2.88 0.07 27.12  -0.332
O: -3.95 -0.62 25.03  -0.311
C: -4.56 1.84 25.90  -0.194
H: -4.46 3.80 24.85  0.126
H: -3.29 3.53 26.00  0.120
H: -2.26 3.27 24.04  0.123
H: -3.42 2.16 23.38  0.111
H: -1.45 1.65 25.63  0.093
H: -1.79 0.63 24.09  0.082
H: -4.54 1.99 26.99  0.097
H: -5.48 1.49 25.45  0.112
C: 0.20 1.53 30.96  -0.246
C: -0.62 0.24 30.93  -0.172
C: -1.60 0.26 29.70  -0.220
S: -1.51 1.90 29.05  0.727
O: -2.81 2.56 29.07  -0.347
O: -0.74 1.95 27.78  -0.351
C: -0.56 2.70 30.40  -0.195
H: 1.12 1.33 30.40  0.104
H: 0.52 1.77 31.94  0.105
H: -1.24 0.15 31.84  0.115
H: 0.00 -0.68 30.76  0.115
H: -2.63 0.11 29.92  0.094
H: -1.37 -0.41 28.86  0.089
H: -1.24 3.16 31.07  0.090
H: 0.14 3.45 30.00  0.115
C: 0.94 -6.07 20.56  -0.227
C: 0.34 -6.79 21.70  -0.255
C: -1.14 -6.44 21.75  -0.210
S: -1.65 -6.75 20.04  0.623
O: -2.71 -5.94 19.60  -0.308
O: -1.85 -8.16 19.85  -0.324
C: 0.00 -6.31 19.36  -0.188
H: 2.03 -6.33 20.40  0.142
H: 0.92 -5.03 20.79  0.091
H: 0.83 -6.45 22.64  0.109
H: 0.62 -7.87 21.64  0.143
H: -1.24 -5.34 21.90  0.103
H: -1.76 -7.09 22.41  0.073
H: -0.15 -5.54 18.61  0.098
H: 0.34 -7.22 18.85  0.098

Computed properties:
Structure (SMILES) = C[C@H]1COC(=O)O1.C[C@H]1COC(=O)O1.O=S1(=O)CCCC1.O=S1(=O)CCCC1.O=S1(=O)CCCC1.O=S1(=O)CCCC1.O=S1(=O)CCCC1.O=S1(=O)CCCC1
HOMO level = -9.9935 eV
Frontier orbital gap = 10.20 eV

***

Let's list E_LUMO in order: 0.8892, 0.2080 eV.
Let's list relative energy (zero: lowest compared OMol25 entry of this formula, charge and spin) in order: 184.92, 0.00 kJ/mol.